# 1
96
Properties=species:S:1:pos:R:3:lowdin_charge:R:1 method="wB97M-V/def2-TZVPD" total_energy_ev=-96739.40725 e_lumo_ha=-0.08273 fmax_ha_per_bohr=0.1504 gap_ev=5.9 smiles="C[C@H](O)CO[C@@H]1NC(=O)[C@@](C[C@H]2CO2)(B(O)O)[C@@]1(F)c1ccccn1.COP(=O)(OC)OC.COP(=O)(OC)OC.COP(=O)(OC)OC" homo_energy_ha=-0.3009
O -0.5566 0.2543 -5.8792 -0.234
C 2.7199 1.6484 0.5217 -0.131
C -4.5794 4.7749 2.9083 -0.107
C -1.5585 1.3341 -0.3087 -0.049
O 4.4602 0.8817 -1.2516 0.180
O -2.1866 4.6506 1.2541 -0.231
O -4.5279 4.4239 1.5259 -0.295
H -0.4325 -0.3256 -1.9166 0.056
H -3.6849 5.2990 3.2339 0.091
H -2.4967 0.5455 2.8220 0.107
H -2.0804 -3.4745 -5.0758 0.091
C 2.2979 -2.2360 5.0149 -0.379
H 3.5851 -2.0423 3.3167 0.124
O -2.1372 -1.4734 -6.5575 -0.267
P -0.6183 -5.4014 -0.5369 0.647
O 3.4273 -2.9540 5.5081 -0.052
H -0.4916 -1.9595 -2.5661 0.084
H 4.1827 -2.3570 5.5233 0.090
O -1.3675 -5.5629 -1.8240 -0.234
H 2.2657 -1.1159 1.2008 0.162
H -1.8226 -1.7033 -8.5533 0.095
O 2.0677 -0.6460 3.1693 -0.102
C -0.3451 -0.9108 -2.8243 -0.085
P -3.4051 5.1851 0.5790 0.617
C 1.7426 1.0594 1.5419 -0.277
C -0.1942 1.3500 -0.0286 -0.021
F 1.8359 1.7685 2.7395 0.075
N -0.5244 0.7189 2.2919 0.161
H 0.7974 -7.5590 -1.7535 0.097
C 1.5007 -6.8392 -1.3379 -0.103
C 3.9993 1.4910 1.4210 -0.418
C 3.6221 5.2410 -0.8492 -0.010
H 1.4431 3.4338 0.1619 0.131
H 0.8192 -7.2596 1.8296 0.084
C -2.9875 -5.8912 0.5377 -0.106
H -5.1217 8.0116 0.2033 0.084
H -3.9097 -5.3202 0.4463 0.097
H -5.8327 6.4094 0.5257 0.087
H 2.8999 3.7691 1.1306 0.136
H -0.5374 -4.1950 -5.5581 0.089
H -1.9587 1.5672 -1.2865 0.117
H 1.0318 -0.8137 6.0621 0.084
C -1.3798 -2.0507 -7.6223 -0.101
C 2.4600 -0.2764 1.8716 -0.231
C -1.8214 0.7531 1.9953 -0.128
H 0.6400 -0.7593 -3.2572 0.089
O -1.3663 -0.4554 -3.7151 -0.233
H -5.5450 7.5421 1.8533 0.087
H 4.4898 5.8188 -1.1753 0.109
H -5.4575 5.3956 3.0962 0.082
C -5.1548 7.1758 0.9039 -0.112
H -0.8976 -7.4805 2.1837 0.087
C 3.2203 3.6753 -0.9195 -0.326
H 1.4329 -2.8884 5.1242 0.138
H -1.4652 -3.1371 -7.5796 0.082
H -4.6853 3.8465 3.4665 0.095
H -2.8873 7.8346 -0.9001 0.080
H 2.0060 -2.6855 2.8682 0.127
O -0.4036 -2.2044 -5.0588 -0.288
H -2.9565 -6.3450 1.5296 0.082
H -0.8321 -3.8319 -3.8572 0.063
H 2.8659 -0.7136 -1.8718 0.125
O 4.8808 2.2642 1.6389 0.158
O 4.5180 3.9416 -0.7975 -0.058
O -2.6303 5.7682 -0.7563 -0.262
H -2.9591 -6.6686 -0.2205 0.089
H 1.8904 -7.1954 -0.3856 0.081
C -2.3832 1.0247 0.7601 -0.061
C -0.1764 -6.8400 1.6764 -0.110
C -1.0086 -3.4871 -4.8763 -0.101
C 2.4889 3.1690 0.3242 -0.039
P -1.3168 -0.8663 -5.2897 0.533
H 2.5258 -0.0739 5.4044 0.079
H 2.8788 3.3102 -1.8945 0.155
O -3.8344 6.6789 1.1153 -0.298
H 5.0837 0.2691 -0.8473 0.126
C 0.2461 1.0289 1.2421 -0.169
H 0.5050 1.6138 -0.8080 0.112
N 3.8614 0.1960 1.9451 0.165
C -2.1020 7.0913 -0.7689 -0.101
H 2.3374 -6.7067 -2.0221 0.096
O -1.9116 -4.9629 0.4034 -0.297
H -0.3320 -1.7641 -7.5844 0.092
H -1.4344 7.1433 -1.6272 0.095
C 2.5071 -1.9531 3.5135 -0.138
H -1.5411 7.2875 0.1436 0.097
H 2.5865 -1.1243 6.8103 0.082
O 2.3232 -0.1177 -1.3380 0.184
H 4.2543 0.0698 2.8688 0.149
O 0.8886 -5.5596 -1.2083 -0.268
C 2.0893 -0.9646 5.8511 -0.024
H 3.1446 5.3342 -1.8800 0.068
H -3.4583 1.0099 0.6381 0.105
O -0.4794 -6.8278 0.2819 -0.311
H -0.2258 -5.8458 2.1222 0.086
B 3.1800 0.7668 -0.7318 -0.621


# 2
53
Properties=species:S:1:pos:R:3:lowdin_charge:R:1 method="wB97M-V/def2-TZVPD" total_energy_ev=-42054.62159 e_lumo_ha=0.01412 fmax_ha_per_bohr=0.0125 gap_ev=8.9 smiles="Cc1cccc(-n2c(N)cc(=O)nc2S[C@H](C)C(=O)NC2CCCCC2)c1" homo_energy_ha=-0.3147
H -1.4927 -3.5877 -2.5281 0.115
C -2.8548 -1.7083 -0.1543 -0.298
C -2.7148 0.1631 1.4266 -0.520
O -2.0246 2.7413 -2.2719 0.053
H -0.7156 -4.4373 -0.3430 0.109
C 0.0485 1.4049 0.0924 -0.566
H -3.0801 -3.8057 -0.5223 0.119
C 2.5599 -0.8285 -0.1830 0.023
N -2.1327 -0.8328 0.7436 0.092
H -1.6759 0.1350 4.0359 0.080
C 3.5813 -1.5068 0.4650 -0.258
C -2.4039 -3.1582 0.0387 -0.142
C 0.2234 2.0553 -2.4991 0.044
H -2.4821 -3.4235 1.0948 0.116
H -2.9137 -0.2049 -1.6954 0.117
H 3.3097 1.1275 -1.9743 0.099
H 1.9519 -1.3322 -0.9206 0.122
H -1.1262 -0.8617 0.6917 0.068
H -3.9102 -1.6046 0.1194 0.147
C -1.2349 -1.5007 -2.0908 -0.194
S 0.0015 0.8868 1.7806 1.073
C -0.8400 -2.9636 -1.9140 -0.203
C 4.0952 0.5078 1.6931 -0.058
H -1.4340 1.8853 4.1391 0.073
H 3.3577 -3.2622 -0.7438 0.077
H -1.1538 -1.2134 -3.1409 0.116
C -2.6640 -1.2639 -1.6102 -0.125
N 1.2371 1.1711 -0.5508 0.018
H -2.0101 2.1416 1.7391 0.114
H 4.6972 1.0239 2.4249 0.109
N -0.9885 1.9110 -0.4326 0.156
C 3.0752 1.1840 1.0464 -0.043
H 4.9111 -3.1414 0.0975 0.082
H -0.5471 -0.8636 -1.5296 0.084
C 1.3067 1.5130 -1.8892 -0.305
C 2.3088 0.5060 0.1093 -0.298
O -3.9120 0.3030 1.5468 0.076
C 3.8429 -2.9520 0.1778 -0.041
H 0.2609 2.3295 -3.5399 0.115
H -0.2731 -2.8102 0.1609 0.099
H 2.8672 2.2198 1.2648 0.122
C -1.0169 2.2799 -1.7840 -0.502
H 5.1414 -1.3402 1.9176 0.116
H 0.1863 -3.1205 -2.2561 0.101
C 4.3446 -0.8215 1.4055 -0.034
C -0.9747 -3.3818 -0.4527 -0.201
N 2.4779 1.2137 -2.5369 0.158
C -1.7740 1.1497 2.1330 -0.502
H 2.6014 1.6545 -3.4329 0.108
C -1.9922 1.0979 3.6380 -0.109
H -3.0533 1.2278 3.8375 0.086
H -3.3552 -1.8271 -2.2396 0.121
H 3.4566 -3.5662 0.9911 0.089


# 3
14
Properties=species:S:1:pos:R:3:lowdin_charge:R:1 method="wB97M-V/def2-TZVPD" total_energy_ev=-8731.05596 e_lumo_ha=0.02191 fmax_ha_per_bohr=0.0246 gap_ev=10.3 homo_energy_ha=-0.3562
H 0.9465 -1.9910 0.8186 0.074
C 0.2365 0.0198 1.1113 -0.252
N -0.8733 -0.2176 0.1886 0.012
N 1.0467 0.9535 -2.3813 0.169
H -2.2073 1.3539 -2.2260 0.056
C 1.3660 -0.9883 0.9366 -0.092
H 2.0428 -0.9806 1.7974 0.073
C -1.0981 0.5374 -0.9294 -0.469
C 0.1270 0.8253 -1.6892 -0.143
H -0.1743 -0.0087 2.1259 0.115
H -1.7091 -0.6390 0.5651 0.136
H 1.9479 -0.7633 0.0371 0.065
N -2.2627 0.8570 -1.3394 0.141
H 0.6114 1.0417 0.9846 0.115


# 4
53
Properties=species:S:1:pos:R:3:mulliken_spin:R:1 method="wB97M-V/def2-TZVPD" multiplicity=2 total_energy_ev=-101613.95435 e_lumo_ha="0.07382 / 0.07381" fmax_ha_per_bohr=0.0106 gap_ev="6.9 / 6.9" charge=-1 homo_energy_ha="-0.1793 / -0.1780"
H 3.8635 -2.2137 0.0995 0.000
C -3.7696 -0.1391 -0.1871 -0.002
C -3.5490 -1.5258 -0.1018 -0.001
H -0.1070 -1.8700 -3.3472 0.000
C 0.2354 2.0575 2.0331 -0.002
H 1.8556 0.0623 4.0031 0.000
H -4.3728 -3.4968 -0.1153 0.000
H 2.6810 2.2859 0.7052 -0.001
H 0.6794 0.0374 -0.5823 -0.002
H -5.2736 1.3440 -0.5060 0.000
C -5.0787 0.2816 -0.4331 0.002
H -6.6941 -2.7022 -0.5081 0.000
H 1.7021 -0.8986 -4.2803 0.000
C 0.3747 -0.0621 -2.9944 0.001
C 2.3001 -2.2457 1.5750 -0.005
H -1.3563 -1.6459 -0.9356 0.000
N 0.1021 1.1271 -2.3912 0.000
C -4.5839 -2.4390 -0.2096 0.003
H -0.7786 1.1399 -1.8854 0.000
C 2.1639 2.1723 -1.3953 0.001
H 2.5691 1.1585 -1.4658 0.000
C 1.8246 2.5059 0.0613 0.010
O -0.5414 1.1902 2.5789 -0.015
C 3.4337 -1.7253 0.9641 0.002
C 2.3144 -0.4537 3.1692 -0.003
H 1.6342 3.5754 0.1708 0.000
S -2.4469 0.9954 0.0120 -0.020
C 0.4501 -2.1495 3.2858 0.008
C -6.1145 -0.6311 -0.5530 0.000
N 1.6109 -0.1457 -3.6213 0.000
C 3.9940 -0.5581 1.4633 -0.002
O 0.5517 -3.0099 4.1517 -0.001
H 3.8788 0.9984 2.9418 0.000
O 0.6720 3.0711 2.5645 -0.001
C 3.4463 0.0803 2.5672 0.002
H -7.1218 -0.2723 -0.7301 0.000
Co -1.0862 -0.2794 1.4882 1.011
H 2.0614 0.7080 -3.9027 0.000
C -5.8793 -1.9934 -0.4344 0.001
C 0.5958 1.7627 0.5604 -0.019
N 0.6564 0.3051 0.3951 0.060
H -0.2674 2.1156 -0.0068 0.001
O -0.6318 -1.6451 2.8368 0.003
I 5.6569 0.2756 0.5096 0.000
H 1.8421 -3.1443 1.1785 0.000
H 0.3544 3.1444 -2.0934 -0.001
H 1.3317 2.4986 -3.3803 0.000
H 2.9626 2.8391 -1.7327 -0.001
C 0.9748 2.2886 -2.3657 -0.001
N -0.4626 -1.0366 -2.8903 0.000
C 1.7259 -1.6110 2.6709 0.005
S -1.8884 -2.0819 0.2365 -0.023
H 1.5043 -0.0446 0.8267 -0.011


Per-record ΔE to the lowest compared entry with this formula, charge and spin, kJ/mol: 0.0 0.0 60.1 21.9